Entry 1:
Formula: C22H28FN3O5
Source: the OMol25 dataset
Level of theory: ωB97M-V/def2-TZVPD

Properties
* HOMO-LUMO gap: 8.4 eV
* maximum force: 2.6 eV Å⁻¹
* SMILES: C[C@@H]1CCc2cc(F)cc3c(=O)c(C(=O)O)cn1c23.CNC(=O)[C@@H](NC(C)=O)C(C)C
* total energy: -40695.754 eV

CARTESIAN COORDINATES (ANGSTROEM)
C -1.629 -0.337 6.233
C -2.420 0.863 5.703
C -3.637 0.424 4.873
C -3.215 -0.223 3.553
C -2.271 0.689 2.811
C -2.210 0.611 1.413
C -1.358 1.443 0.691
F -1.322 1.376 -0.656
C -0.552 2.354 1.367
C -0.593 2.448 2.769
C 0.236 3.425 3.482
O 0.889 4.241 2.840
C 0.158 3.485 4.930
C 0.971 4.408 5.691
O 2.147 4.561 5.420
O 0.383 4.991 6.758
C -0.721 2.659 5.587
N -1.524 1.729 4.905
C -1.456 1.614 3.500
H -0.851 0.000 6.924
H -2.289 -1.025 6.769
H -1.146 -0.879 5.415
H -2.802 1.429 6.560
H -4.252 1.304 4.658
H -4.251 -0.275 5.449
H -4.107 -0.417 2.948
H -2.726 -1.184 3.736
H -2.835 -0.092 0.872
H 0.106 2.999 0.790
H 1.073 5.566 7.125
H -0.779 2.732 6.672
C 2.190 -0.734 -7.953
N 2.123 -1.260 -6.591
C 0.988 -1.585 -5.956
O -0.104 -1.452 -6.492
C 1.094 -2.124 -4.517
N 2.464 -2.008 -3.969
C 3.439 -2.916 -4.003
C 3.173 -4.294 -4.573
O 4.549 -2.634 -3.584
C 0.059 -1.468 -3.576
C 0.110 -2.076 -2.165
C 0.233 0.050 -3.464
H 1.812 0.290 -7.972
H 1.573 -1.344 -8.617
H 3.221 -0.745 -8.311
H 2.986 -1.373 -6.083
H 0.822 -3.176 -4.576
H 2.711 -1.137 -3.525
H 2.859 -4.210 -5.612
H 4.090 -4.880 -4.515
H 2.399 -4.782 -3.983
H -0.937 -1.663 -3.975
H -0.031 -3.155 -2.224
H -0.691 -1.651 -1.560
H 1.064 -1.860 -1.683
H -0.579 0.459 -2.867
H 0.183 0.510 -4.450
H 1.184 0.298 -2.991

Entry 2:
Formula: C4H10OS
Source: the OMol25 dataset
Level of theory: ωB97M-V/def2-TZVPD

Properties
* HOMO-LUMO gap: 9.2 eV
* energy relative to the best compared isomer or geometry (same formula, charge and spin): 3.559 eV
* maximum force: 3.7 eV Å⁻¹
* SMILES: C=CO.CCS
* total energy: -17189.266 eV

CARTESIAN COORDINATES (ANGSTROEM)
C -2.683 -0.432 -0.337
C -3.128 0.099 0.881
O -2.183 0.235 1.929
H -3.434 -0.547 -1.162
H -1.628 -0.495 -0.657
H -4.177 0.436 1.058
H -2.314 0.881 2.677
C 2.534 -1.055 -1.805
C 1.753 -0.882 -0.529
S 1.595 0.926 0.036
H 3.346 -0.220 -1.812
H 2.788 -2.195 -1.808
H 1.972 -0.840 -2.636
H 2.090 -1.438 0.401
H 0.708 -0.840 -0.730
H 1.723 2.184 -0.609

Entry 3:
Formula: C38H30Br2ILuN8O4S2
Source: the OMol25 dataset
Level of theory: ωB97M-V/def2-TZVPD

Properties
* HOMO-LUMO gap: 6.5 eV
* energy relative to the best compared isomer or geometry (same formula, charge and spin): 1.128 eV
* maximum force: 0.5 eV Å⁻¹
* total energy: -263485.469 eV

CARTESIAN COORDINATES (ANGSTROEM)
Lu 0.350 -0.889 0.802
C -2.917 -3.082 -1.605
C -3.304 -1.644 -1.478
N -4.274 -1.161 -2.213
C -4.636 0.133 -2.072
C -4.087 0.984 -1.150
C -4.589 2.389 -1.033
O -3.500 3.299 -1.258
C -3.018 0.497 -0.356
C -2.447 1.331 0.670
N -1.306 1.228 1.281
C -1.090 2.300 2.207
C -1.406 3.615 1.864
C -1.147 4.663 2.730
C -0.550 4.423 3.958
C -0.206 3.126 4.306
C -0.470 2.075 3.436
I 0.138 0.165 3.934
C -2.583 -0.820 -0.548
O -1.590 -1.291 0.105
H -3.683 -3.613 -2.167
H -2.784 -3.539 -0.623
H -1.963 -3.195 -2.126
H -5.427 0.478 -2.728
H -5.019 2.572 -0.040
H -5.378 2.549 -1.772
H -3.864 4.186 -1.342
H -3.093 2.159 0.959
H -1.827 3.820 0.887
H -1.395 5.674 2.435
H -0.340 5.237 4.638
H 0.278 2.928 5.252
C -4.100 -4.824 2.197
S -2.397 -5.236 1.798
C -1.464 -3.776 2.212
S -2.129 -2.375 2.844
N -0.200 -4.055 1.942
N 0.659 -3.005 1.998
C 1.872 -3.348 2.256
C 2.944 -2.366 2.298
C 4.235 -2.770 2.648
C 5.223 -1.817 2.774
C 4.899 -0.486 2.559
C 3.605 -0.176 2.186
N 2.642 -1.084 2.040
H -4.456 -5.419 3.036
H -4.727 -5.012 1.327
H -4.152 -3.766 2.453
H 2.082 -4.389 2.484
H 4.433 -3.817 2.828
H 6.230 -2.106 3.048
H 5.632 0.301 2.665
H 3.328 0.847 1.987
Br 3.048 5.647 -1.497
C 2.603 3.954 -0.807
C 1.997 3.841 0.429
C 1.685 2.564 0.869
N 1.913 1.447 0.181
C 2.561 1.574 -0.987
C 2.913 2.809 -1.517
C 2.981 0.337 -1.698
C 3.069 0.296 -3.086
C 3.514 -0.881 -3.660
Br 3.615 -1.025 -5.536
C 3.851 -1.961 -2.863
C 3.699 -1.816 -1.493
N 3.278 -0.694 -0.919
H 1.767 4.700 1.041
H 1.233 2.445 1.841
H 3.449 2.871 -2.452
H 2.756 1.129 -3.701
H 4.167 -2.900 -3.289
H 3.894 -2.652 -0.832
O 0.907 -3.124 -2.780
C 0.623 -2.276 -1.954
O 0.866 -2.327 -0.692
C -0.015 -0.977 -2.430
C -0.596 -0.902 -3.686
C -1.144 0.307 -4.083
C -1.070 1.394 -3.228
C -0.472 1.224 -1.990
N 0.031 0.059 -1.589
H -0.603 -1.785 -4.308
H -1.631 0.403 -5.046
H -1.498 2.353 -3.485
H -0.424 2.045 -1.282

Entry 4:
Formula: C53H44BrCl2N6O3P2Sn
Source: the OMol25 dataset
Level of theory: ωB97M-V/def2-TZVPD

Properties
* HOMO-LUMO gap: 6.0 eV
* energy relative to the best compared isomer or geometry (same formula, charge and spin): 2.078 eV
* total charge: -1
* maximum force: 2.9 eV Å⁻¹
* total energy: -190254.631 eV

CARTESIAN COORDINATES (ANGSTROEM)
Sn 0.380 -0.124 0.954
Br 0.155 3.736 0.573
C -0.824 3.035 2.056
C -1.183 3.877 3.093
C -1.907 3.314 4.135
C -2.257 1.975 4.088
C -1.841 1.225 3.000
N -1.120 1.759 2.011
C -2.233 -0.241 2.846
O -3.265 -0.590 3.411
O -1.468 -0.927 2.096
H -0.894 4.918 3.084
H -2.204 3.929 4.976
H -2.847 1.497 4.855
O 1.480 2.352 -3.030
C 2.455 1.936 -3.888
C 2.871 2.607 -5.026
C 3.935 2.084 -5.754
C 4.568 0.913 -5.336
C 4.088 0.251 -4.209
C 3.008 0.744 -3.490
P 2.239 -0.037 -1.991
C 2.388 -1.829 -2.334
C 2.235 -2.369 -3.612
C 2.210 -3.742 -3.801
C 2.331 -4.601 -2.715
C 2.449 -4.074 -1.436
C 2.462 -2.699 -1.244
C 3.616 0.291 -0.807
C 4.711 -0.535 -0.569
C 5.653 -0.196 0.394
C 5.519 0.978 1.123
C 4.445 1.822 0.876
C 3.501 1.477 -0.080
C 0.707 3.454 -3.152
C 1.248 4.726 -3.287
C 0.395 5.814 -3.365
C -0.990 5.624 -3.307
C -1.493 4.346 -3.110
C -0.646 3.242 -3.004
P -1.216 1.504 -2.657
C -2.244 1.692 -1.150
C -2.999 0.573 -0.784
C -3.752 0.564 0.378
C -3.736 1.667 1.223
C -2.953 2.764 0.898
C -2.211 2.776 -0.278
C -2.470 1.445 -4.026
C -1.937 1.465 -5.319
C -2.755 1.387 -6.433
C -4.134 1.283 -6.280
C -4.675 1.262 -5.005
C -3.849 1.336 -3.886
H 2.374 3.511 -5.360
H 4.272 2.605 -6.641
H 5.415 0.518 -5.882
H 4.551 -0.675 -3.889
H 2.106 -1.713 -4.464
H 2.083 -4.143 -4.800
H 2.319 -5.674 -2.864
H 2.538 -4.730 -0.577
H 2.524 -2.300 -0.235
H 4.817 -1.469 -1.110
H 6.481 -0.866 0.594
H 6.234 1.219 1.901
H 4.321 2.732 1.452
H 2.643 2.124 -0.247
H 2.324 4.857 -3.296
H 0.810 6.810 -3.462
H -1.663 6.466 -3.401
H -2.564 4.188 -3.050
H -2.968 -0.317 -1.407
H -4.324 -0.318 0.642
H -4.315 1.662 2.138
H -2.908 3.616 1.565
H -1.586 3.633 -0.497
H -0.859 1.533 -5.450
H -2.316 1.395 -7.424
H -4.777 1.212 -7.148
H -5.748 1.190 -4.872
H -4.295 1.317 -2.899
C -4.611 -4.910 -3.153
C -4.511 -4.852 -1.630
C -5.278 -3.653 -1.076
C -3.063 -4.850 -1.133
N -2.339 -3.622 -1.422
C -2.012 -2.624 -0.603
N -1.357 -1.720 -1.283
N -1.289 -2.187 -2.557
N -1.877 -3.331 -2.653
H -5.659 -4.978 -3.458
H -4.084 -5.779 -3.554
H -4.178 -4.021 -3.611
H -4.950 -5.769 -1.222
H -4.856 -2.717 -1.451
H -5.252 -3.621 0.016
H -6.324 -3.690 -1.388
H -2.502 -5.672 -1.575
H -3.046 -4.964 -0.050
H -2.229 -2.567 0.458
Cl 3.502 -2.996 2.489
C 3.771 -1.453 3.277
C 4.879 -1.341 4.088
C 5.157 -0.151 4.753
C 4.267 0.906 4.600
C 3.160 0.780 3.786
Cl 2.074 2.154 3.667
C 2.846 -0.388 3.014
N 1.868 -0.452 2.150
H 5.531 -2.199 4.199
H 6.036 -0.054 5.378
H 4.427 1.843 5.119

Entry 5:
Formula: C5H6N2O
Source: the OMol25 dataset
Level of theory: ωB97M-V/def2-TZVPD

Properties
* HOMO-LUMO gap: 9.4 eV
* energy relative to the best compared isomer or geometry (same formula, charge and spin): 4.939 eV
* maximum force: 5.6 eV Å⁻¹
* total energy: -10304.665 eV

CARTESIAN COORDINATES (ANGSTROEM)
C -2.640 0.951 -0.071
C -2.398 -0.388 -0.001
C -0.556 0.753 0.183
C 2.401 0.348 -0.012
C 1.539 1.251 0.344
N -1.473 1.653 0.045
N -1.037 -0.498 0.158
O -0.339 -1.677 0.313
H -3.568 1.469 -0.199
H -3.036 -1.247 -0.046
H 3.464 0.551 0.040
H 2.131 -0.635 -0.358
H 1.582 2.251 0.708
H -0.205 -2.086 -0.558

Entry 6:
Formula: C35H25N3P2S2Zn
Source: the OMol25 dataset
Level of theory: ωB97M-V/def2-TZVPD

Properties
* HOMO-LUMO gap: 6.2 eV
* energy relative to the best compared isomer or geometry (same formula, charge and spin): 0.000 eV
* total charge: -2
* maximum force: 0.2 eV Å⁻¹
* total energy: -129839.869 eV

CARTESIAN COORDINATES (ANGSTROEM)
Zn 0.418 -0.838 -1.805
S -1.079 -2.878 -0.885
P -0.819 -1.548 0.605
C -0.167 -0.118 -0.002
P -0.632 1.462 0.380
S -2.115 2.412 -0.555
C -0.943 1.564 2.199
C -2.131 2.070 2.710
C -2.358 2.086 4.081
C -1.396 1.601 4.955
C -0.200 1.101 4.452
C 0.022 1.085 3.084
C 0.888 2.493 0.254
C 2.140 1.888 0.222
C 3.299 2.654 0.199
C 3.211 4.039 0.207
C 1.963 4.651 0.229
C 0.808 3.883 0.249
C 0.274 -2.395 1.816
C -0.113 -3.564 2.470
C 0.767 -4.220 3.316
C 2.056 -3.729 3.501
C 2.460 -2.581 2.835
C 1.565 -1.918 2.004
C -2.376 -1.302 1.540
C -3.480 -0.881 0.800
C -4.678 -0.586 1.431
C -4.788 -0.708 2.811
C -3.691 -1.113 3.556
C -2.488 -1.402 2.923
H -2.874 2.436 2.012
H -3.298 2.466 4.466
H -1.576 1.608 6.025
H 0.560 0.717 5.123
H 0.951 0.686 2.694
H 2.192 0.806 0.202
H 4.264 2.161 0.179
H 4.113 4.640 0.191
H 1.891 5.733 0.224
H -0.171 4.347 0.241
H -1.104 -3.969 2.299
H 0.453 -5.126 3.823
H 2.748 -4.252 4.151
H 3.471 -2.205 2.939
H 1.868 -1.028 1.463
H -3.382 -0.767 -0.273
H -5.521 -0.243 0.845
H -5.724 -0.470 3.306
H -3.758 -1.181 4.635
H -1.628 -1.682 3.518
N 5.522 -1.029 1.579
C 5.106 -1.241 0.514
N 4.754 -1.491 -0.730
C 3.498 -1.479 -1.059
N 2.404 -1.489 -1.455
C 0.238 -0.572 -3.752
C 0.137 -0.417 -4.955
C 0.009 -0.230 -6.366
C 1.126 0.046 -7.164
C 0.997 0.226 -8.532
C -0.248 0.137 -9.141
C -1.365 -0.136 -8.361
C -1.241 -0.317 -6.993
H 2.095 0.116 -6.688
H 1.877 0.440 -9.128
H -0.347 0.279 -10.211
H -2.344 -0.207 -8.822
H -2.109 -0.526 -6.382

Entry 7:
Formula: C7H13OP
Source: the OMol25 dataset
Level of theory: ωB97M-V/def2-TZVPD

Properties
* HOMO-LUMO gap: 9.5 eV
* energy relative to the best compared isomer or geometry (same formula, charge and spin): 1.290 eV
* maximum force: 3.1 eV Å⁻¹
* SMILES: C=C(C)C/C=C\P(C)O
* total energy: -18804.201 eV

CARTESIAN COORDINATES (ANGSTROEM)
C 3.313 0.839 0.051
C 2.027 1.194 0.196
C 1.472 2.346 -0.644
C 0.979 0.257 0.871
C -0.470 0.760 0.642
C -1.527 0.012 0.203
P -1.380 -1.608 -0.650
C -2.397 -2.705 0.439
O -2.504 -1.298 -1.831
H 3.789 0.149 0.731
H 4.103 1.441 -0.414
H 2.312 2.860 -1.100
H 0.837 3.103 -0.132
H 0.752 1.873 -1.414
H 1.341 0.334 1.943
H 1.158 -0.768 0.564
H -0.664 1.821 0.869
H -2.427 0.488 -0.021
H -2.176 -2.938 1.474
H -3.389 -2.287 0.544
H -2.594 -3.767 -0.039
H -2.556 -2.105 -2.280

Entry 8:
Formula: C2H5ClNO3P
Source: the OMol25 dataset
Level of theory: ωB97M-V/def2-TZVPD

Properties
* HOMO-LUMO gap: 7.3 eV
* energy relative to the best compared isomer or geometry (same formula, charge and spin): 0.882 eV
* total charge: -2
* maximum force: 4.2 eV Å⁻¹
* total energy: -31601.814 eV

CARTESIAN COORDINATES (ANGSTROEM)
C -0.911 0.386 1.098
C -2.193 0.242 0.399
N 0.320 0.246 -1.565
O -3.228 0.440 0.965
O -0.027 -2.067 -0.335
O -1.409 -1.586 -2.486
P -0.362 -1.133 -1.465
Cl 10.723 2.040 1.465
H -0.400 -0.620 1.060
H -1.199 0.935 2.029
H -0.306 0.963 0.367
H -2.009 -0.006 -0.700
H 1.002 0.161 -0.832